(1)
A structure of composition C24H19BrN2PtS4. Source: OMol25; level of theory: wB97M-V/def2-TZVPD.

```
51
C24H19BrN2PtS4 (wB97M-V/def2-TZVPD)
Pt 0.40154 -0.30135 0.36016
S -0.47578 -0.95406 2.38499
C -0.72292 0.67577 3.05493
C -1.59990 0.80811 4.13059
C -1.82199 2.04898 4.70244
C -1.18058 3.18825 4.22275
C -0.28065 3.07516 3.18008
C -0.07888 1.82563 2.60082
S 1.23511 1.55536 1.43802
C 1.08443 2.78016 0.08267
C 1.08386 2.12038 -1.28237
C 1.08241 2.87208 -2.44555
C 1.07481 2.21441 -3.66552
C 1.11798 0.82464 -3.70796
C 1.16551 0.13044 -2.51680
C 1.35340 -1.35455 -2.42045
S 0.23273 -2.11993 -1.17815
C 1.29566 -3.30762 -0.42339
C 1.10075 -4.65929 -0.68474
C 1.97055 -5.57518 -0.11697
C 3.01085 -5.12976 0.69023
C 3.17784 -3.78014 0.97002
C 2.30076 -2.85325 0.42190
S 2.48700 -1.14042 0.81735
N 1.11620 0.78124 -1.34162
H -2.11228 -0.06694 4.50990
H -2.50593 2.12975 5.53637
H -1.36771 4.15314 4.67195
H 0.26266 3.94482 2.82991
H 1.95449 3.43332 0.16794
H 0.20170 3.39244 0.25498
H 1.07824 3.95250 -2.39456
H 1.05324 2.78281 -4.58585
H 1.13943 0.29536 -4.65021
H 2.36430 -1.57119 -2.07148
H 1.18689 -1.85092 -3.37435
H 0.28810 -4.98378 -1.32185
H 1.83492 -6.63127 -0.30153
H 3.69053 -5.84511 1.13310
H 3.96868 -3.45065 1.63140
Br -4.59318 -1.86186 -1.97808
C -3.57594 -0.41245 -1.37529
C -3.88418 0.89102 -1.73397
C -3.11039 1.91320 -1.20881
C -2.02469 1.59810 -0.41659
N -1.68405 0.33590 -0.12297
C -2.48770 -0.64860 -0.55519
H -4.72706 1.09985 -2.37905
H -3.35585 2.94856 -1.39898
H -1.44207 2.37299 0.05397
H -2.28281 -1.64607 -0.19417
```

The calculation puts the HOMO-LUMO gap at 6.4 eV. Its charge is +2. For the highest occupied orbital energy, the calculation gives -13.80 eV.



(2)
A structure of composition C24H19BrN6OSTe4Zr. Source: OMol25; level of theory: wB97M-V/def2-TZVPD.

```
57
C24H19BrN6OSTe4Zr (wB97M-V/def2-TZVPD)
Zr 0.60533 0.30967 -1.06967
C -3.47392 -1.85236 -0.13586
C -2.42047 -0.84631 -0.46413
N -1.18909 -0.98590 -0.15162
N -0.85762 -2.16182 0.52624
C 0.08910 -2.77928 -0.11817
N 0.60311 -3.91189 0.43355
S 0.75438 -2.23307 -1.63271
C -2.74314 0.36594 -1.25120
C -4.04521 0.76308 -1.49327
C -4.27685 1.89760 -2.26167
C -3.19657 2.58766 -2.76797
C -1.91960 2.12272 -2.48687
N -1.68555 1.04501 -1.73738
H -3.03841 -2.84722 -0.13281
H -4.29214 -1.81460 -0.85032
H -3.87252 -1.66825 0.86464
H 0.05028 -4.37945 1.13361
H 1.19549 -4.47882 -0.14802
H -4.87044 0.19907 -1.08554
H -5.28950 2.22402 -2.45838
H -3.30597 3.47742 -3.37183
H -1.06154 2.66279 -2.86739
Br 6.43543 -4.16258 0.63042
C 5.22287 -2.81202 0.09102
C 5.36745 -2.22175 -1.17360
C 4.50868 -1.23356 -1.58696
C 3.45051 -0.82951 -0.75813
O 2.62090 0.10907 -1.15487
C 3.30586 -1.43466 0.50701
C 2.27847 -1.00630 1.40256
N 1.27314 -0.27013 1.06228
C 0.37326 0.17109 2.06012
C 0.04706 -0.49008 3.21203
C -0.84664 0.09150 4.13467
C -1.40059 1.31681 3.89991
C -1.11089 2.00394 2.69827
C -1.63338 3.27832 2.37129
C -1.30136 3.85499 1.18135
C -0.49868 3.14307 0.26900
N -0.00004 1.95374 0.53354
C -0.25014 1.40715 1.76384
C 4.22097 -2.41610 0.93141
H 6.16294 -2.55380 -1.82718
H 4.59200 -0.77929 -2.56564
H 2.39035 -1.28511 2.45074
H 0.45341 -1.47257 3.41046
H -1.08812 -0.44730 5.04099
H -2.07125 1.77074 4.61826
H -2.28588 3.78063 3.07540
H -1.65712 4.83453 0.89479
H -0.28494 3.58405 -0.70302
H 4.11188 -2.86265 1.91192
Te 0.74816 0.49686 -4.08044
Te 2.84115 -0.76179 -5.12062
Te 0.48902 4.94942 -2.98526
Te 1.77635 2.59724 -2.66876
```

The calculation puts the HOMO-LUMO gap at 4.9 eV. For the highest occupied orbital energy, the calculation gives -6.27 eV.



(3)
A structure of composition C24H19ClCoIN6O3S3Se. Source: OMol25; level of theory: wB97M-V/def2-TZVPD.

```
59
C24H19ClCoIN6O3S3Se (wB97M-V/def2-TZVPD)
Co -0.33434 1.07824 -0.78230
O 1.12356 -2.87065 2.88926
C 1.70596 -1.71992 3.32955
C 2.47395 -1.72804 4.49204
C 3.05503 -0.56711 4.97154
C 2.86385 0.63018 4.29689
C 2.09377 0.63670 3.14564
C 1.51600 -0.52660 2.62970
C 0.72731 -0.37474 1.36495
O 0.41861 0.82820 1.05208
N 0.48172 -1.44766 0.65378
N -0.22905 -1.10832 -0.51017
C -0.85583 -2.09977 -0.99760
S -0.86722 -3.67112 -0.20244
C -1.79538 -4.48770 -1.53231
C -2.73141 -3.47447 -2.16144
S -1.76164 -1.98764 -2.50387
H 1.33671 -3.56799 3.51939
H 2.60816 -2.66454 5.02509
H 3.64837 -0.60126 5.87702
H 3.29561 1.55035 4.66637
H 1.89923 1.56508 2.62452
H -2.34889 -5.31654 -1.09073
H -1.10078 -4.88031 -2.27489
H -3.54108 -3.21339 -1.48053
H -3.14930 -3.82349 -3.10516
Cl 3.63056 -0.92432 -6.14548
C 2.36185 -0.34812 -5.15005
C 1.11576 -0.14691 -5.72510
C 0.05376 0.31667 -4.96896
I -1.80048 0.58436 -5.80674
C 0.22179 0.59129 -3.55965
O -0.70088 0.96892 -2.82664
C 1.56129 0.38488 -2.98904
N 1.67480 0.68505 -1.69584
C 2.83809 0.51728 -1.09921
C 3.96153 0.03737 -1.78536
C 3.85694 -0.26406 -3.12035
C 2.62054 -0.08588 -3.76199
H 0.98119 -0.36101 -6.77567
H 2.87660 0.77752 -0.04710
H 4.89535 -0.09058 -1.25699
H 4.70664 -0.63358 -3.67768
Se 0.31517 3.58691 -0.85082
C 0.85433 3.87848 0.88184
N 1.19131 4.09337 1.96673
C -4.95085 1.00525 2.11734
N -3.98714 2.07802 1.95547
C -3.88020 3.21815 2.74358
C -2.82903 3.91985 2.27893
N -2.31851 3.20767 1.21553
C -3.01143 2.07581 1.02011
S -2.73433 0.84779 -0.12010
H -5.63251 1.27503 2.91967
H -4.43847 0.07637 2.36270
H -5.50783 0.86132 1.19358
H -4.55443 3.41253 3.55750
H -2.39469 4.84538 2.60912
H -1.50964 3.45169 0.64431
```

The calculation puts the HOMO-LUMO gap (spin up / spin down) at 6.6 / 4.4 eV. For the highest occupied orbital energy (spin up / spin down), the calculation gives -7.43 / -7.42 eV. Its multiplicity is 5.



(4)
A structure of composition C24H19ClN13O2PdSSe. Source: OMol25; level of theory: wB97M-V/def2-TZVPD.

```
62
C24H19ClN13O2PdSSe (wB97M-V/def2-TZVPD)
Pd -0.49357 0.40507 1.20938
N -0.95630 3.87200 1.69698
C -0.75984 3.00873 2.78109
N -0.95072 3.38743 4.01466
N -0.64490 2.30457 4.77192
N -0.28994 1.31781 4.02765
N -0.33623 1.73262 2.74330
C -0.70020 3.55512 0.41554
N -0.98193 4.34851 -0.67217
N -0.59166 3.67914 -1.71402
N -0.07710 2.54840 -1.25194
N -0.11140 2.44264 0.06403
H -1.42187 4.74656 1.88157
Cl -2.08306 -3.33091 6.59758
C -2.46425 -2.24899 5.29799
C -3.69825 -1.61192 5.27613
C -3.99790 -0.73077 4.25014
C -3.07107 -0.49488 3.23949
C -1.85702 -1.16546 3.27198
C -1.53158 -2.03556 4.29819
C -3.38276 0.52720 2.16401
O -4.36387 1.22268 2.25837
O -2.57221 0.56551 1.10450
H -4.40920 -1.79417 6.07109
H -4.94010 -0.19952 4.22484
H -1.15179 -0.95842 2.46481
H -0.56963 -2.52915 4.33884
C 4.41197 0.41492 -0.23783
N 3.40140 -0.53701 -0.69184
C 2.33534 -0.94696 0.01866
Se 1.82308 -0.37951 1.72024
N 1.68745 -1.86033 -0.72735
C 2.31848 -2.03394 -1.95606
C 2.04118 -2.84446 -3.04805
C 2.91373 -2.76262 -4.11965
C 4.01314 -1.89365 -4.10411
C 4.28793 -1.09169 -3.00938
C 3.41960 -1.18768 -1.93125
H 4.02070 0.95951 0.61650
H 4.64117 1.11076 -1.04360
H 5.31960 -0.10990 0.05364
H 0.86788 -2.34213 -0.39457
H 1.18628 -3.50969 -3.05989
H 2.74398 -3.38321 -4.98976
H 4.66593 -1.85450 -4.96581
H 5.14083 -0.42530 -3.00184
N -2.49567 -1.84652 -0.15003
C -1.94626 -1.18843 -1.12478
N -0.96168 -0.27392 -0.88159
C -0.56136 0.29843 -1.98869
C 0.42464 1.44457 -2.04385
C 0.72378 1.91176 -3.43236
C 0.16564 1.35845 -4.50951
C -0.80180 0.28849 -4.39530
C -1.15701 -0.18932 -3.17918
S -2.32823 -1.43056 -2.79645
H -2.50353 -1.33561 0.75192
H -3.31991 -2.40145 -0.34037
H 1.35404 1.12905 -1.54960
H 1.41355 2.74150 -3.52836
H 0.42435 1.72168 -5.49469
H -1.26188 -0.11494 -5.29118
```

The calculation puts the HOMO-LUMO gap at 4.7 eV. Its charge is +1. For the highest occupied orbital energy, the calculation gives -10.78 eV.